DFT (ωB97M-V with the def2-TZVPD basis set) results for a cluster of 2 separate species, C6H16N in total.

Geometry as ORCA input:
```
! wB97M-V def2-TZVPD RIJCOSX def2/J DEFGRID3
* xyz 1 1
C -0.9829 1.7771 -2.8817
C 0.1373 1.2267 -2.0227
N -0.3667 0.9687 -0.6187
H -0.6390 1.8084 -3.9134
H -1.8776 1.1620 -2.8267
H -1.2113 2.8011 -2.5975
H 0.5383 0.2797 -2.3743
H 0.9674 1.9207 -1.9278
H -0.7939 1.8246 -0.2583
H 0.3455 0.6645 0.0587
H -1.0919 0.2474 -0.6075
C 0.6245 -0.6348 1.9072
C 0.1658 -1.6923 1.2448
C -1.2400 -2.2052 1.3188
C 2.0779 -0.2623 2.0214
H -0.0821 -0.0844 2.5221
H 0.8913 -2.2788 0.6858
H -1.6637 -2.3633 0.3250
H -1.2400 -3.1544 1.8440
H -1.8957 -1.5164 1.8606
H 2.6661 -0.6440 1.1866
H 2.4734 -0.6653 2.9550
H 2.1976 0.8202 2.0985
*
```

- Relative energy (zero: lowest compared OMol25 entry of this formula, charge and spin): 63.7 kJ/mol
- F_max: 0.50 eV Å⁻¹
- DFT total energy: -292.7000 hartree
- Gap between HOMO and LUMO: 9.8 eV


DFT (ωB97M-V with the def2-TZVPD basis set) results for the ion C6H16N2 with charge -1 in a non-equilibrium geometry.

Geometry as ORCA input:
```
! wB97M-V def2-TZVPD RIJCOSX def2/J DEFGRID3
* xyz -1 2
C 0.8566 0.5814 -0.8508
C -0.6225 0.6214 -1.3288
C -1.2872 -0.7208 -1.9198
N -0.9381 -1.1214 -3.2799
C 1.0578 -0.1769 0.4129
N 0.5214 0.5864 1.5868
C 1.4006 0.1891 2.7831
C -0.8273 0.1956 1.9331
H 1.0905 1.6889 -0.6108
H 1.5388 0.2171 -1.6803
H -0.6740 1.2276 -2.0979
H -1.2549 0.9288 -0.6515
H -1.0249 -1.4581 -1.1677
H -2.3669 -0.4915 -1.8364
H -0.0535 -1.2297 -3.5074
H -1.3231 -0.3741 -3.9816
H 0.5053 -1.2399 0.3783
H 2.2109 -0.3546 0.5591
H 1.3321 0.9774 3.5195
H 2.4668 0.3976 2.5778
H 1.0984 -0.7726 3.2203
H -1.5479 0.7269 1.2022
H -1.0185 -0.8848 1.8157
H -1.1402 0.4861 2.9242
*
```

- Relative energy (zero: lowest compared OMol25 entry of this formula, charge and spin): 251.5 kJ/mol
- F_max: 7.29 eV Å⁻¹
- DFT total energy: -347.5627 hartree
- Gap between HOMO and LUMO (alpha / beta): 2.3 / 8.9 eV
- <S²>: 0.750


DFT (ωB97M-V with the def2-TZVPD basis set) results for an isolated molecule of C6H16N2 in a non-equilibrium geometry.

Geometry as ORCA input:
```
! wB97M-V def2-TZVPD RIJCOSX def2/J DEFGRID3
* xyz 0 1
C 0.3621 0.8163 -3.2945
C 0.1433 -0.2254 -2.1366
C 1.0143 -0.0650 -0.9319
C 0.1300 0.5389 0.1760
C 0.7582 1.8896 0.8357
N 0.3539 -0.4108 1.3608
C -0.7898 -0.7408 2.2675
N -1.8670 -1.7540 1.8090
H 0.6355 1.7932 -2.8020
H 1.1592 0.5176 -3.8917
H -0.6065 0.8607 -3.8707
H -0.9400 -0.1337 -1.7556
H 0.1317 -1.1538 -2.7133
H 1.8729 0.5981 -1.1299
H 1.3861 -0.9659 -0.4911
H -0.9533 0.7228 0.1782
H 0.9854 2.4757 -0.0850
H 0.1711 2.3091 1.6363
H 1.7845 1.5471 1.3969
H 0.7628 -1.3394 1.0864
H -1.3752 0.1632 2.3071
H -0.4442 -0.9475 3.3006
H -1.8416 -1.9230 0.8135
H -1.8453 -2.6515 2.3345
*
```

- Relative energy (zero: lowest compared OMol25 entry of this formula, charge and spin): 257.8 kJ/mol
- F_max: 5.75 eV Å⁻¹
- DFT total energy: -347.6266 hartree
- SMILES string: CCC[C@H](C)NCN
- Gap between HOMO and LUMO: 9.4 eV


DFT (ωB97M-V with the def2-TZVPD basis set) results for a structure of composition C6H16N2 in a non-equilibrium geometry.

Geometry as ORCA input:
```
! wB97M-V def2-TZVPD RIJCOSX def2/J DEFGRID3
* xyz 0 1
C -0.6391 0.0671 -0.8411
C -0.9080 -1.1044 -0.0239
C 1.8960 0.2178 -0.3887
C 0.4060 1.3456 1.0494
C -0.2710 -0.2735 -2.2910
C -0.0262 -0.9627 2.4024
N 0.5884 0.8654 -0.2340
N -1.7261 1.0417 -0.7641
H -2.5989 0.6004 -1.0258
H -1.5506 1.8173 -1.3948
H -1.7664 -1.1282 0.6240
H -0.4232 -2.0397 -0.2598
H 2.0568 -0.0977 -1.4149
H 2.0075 -0.6484 0.2744
H 2.6696 0.9436 -0.1360
H -0.4755 1.9642 1.1779
H 1.3119 1.7200 1.5157
H 0.1481 0.2605 1.7234
H 0.1478 0.6077 -2.7884
H -1.1806 -0.5715 -2.8129
H 0.4386 -1.0977 -2.3707
H 0.3336 -1.9179 2.0432
H -1.0574 -1.0165 2.7343
H 0.6187 -0.5930 3.2014
*
```

- Relative energy (zero: lowest compared OMol25 entry of this formula, charge and spin): 507.0 kJ/mol
- F_max: 1.08 eV Å⁻¹
- DFT total energy: -347.5317 hartree
- Gap between HOMO and LUMO (alpha / beta): 8.0 / 7.0 eV


DFT (ωB97M-V with the def2-TZVPD basis set) results for an isolated molecule of C6H16N2 in a non-equilibrium geometry.

Geometry as ORCA input:
```
! wB97M-V def2-TZVPD RIJCOSX def2/J DEFGRID3
* xyz 0 1
C -2.5982 0.6567 0.1627
C -1.5950 0.8052 -1.0730
C -1.6927 -0.2515 -2.1854
N -0.1662 0.8698 -0.6693
C 0.5569 -0.3447 -0.1167
C 1.6502 -0.1750 0.9696
C 2.8213 -1.1240 0.5549
N 1.0029 -0.2034 2.2689
H -2.3457 -0.0410 0.8729
H -3.4806 0.4013 -0.2722
H -2.3256 1.7084 0.5384
H -1.8672 1.8075 -1.5967
H -2.6069 -0.2140 -2.8389
H -1.8456 -1.2725 -1.8932
H -0.7373 -0.3021 -2.6591
H 0.0913 1.6289 0.0397
H -0.3113 -0.9860 0.2496
H 0.9803 -0.8518 -0.9912
H 2.1912 0.7424 0.8781
H 3.4102 -1.3847 1.3184
H 2.5373 -2.0556 0.0384
H 3.3035 -0.4148 -0.2904
H 0.7202 -1.0913 2.5449
H 1.5744 0.2604 2.9906
*
```

- Relative energy (zero: lowest compared OMol25 entry of this formula, charge and spin): 266.7 kJ/mol
- F_max: 6.09 eV Å⁻¹
- DFT total energy: -347.6232 hartree
- SMILES string: CC(C)NC[C@H](C)N
- Gap between HOMO and LUMO: 9.2 eV